DFT (ωB97M-V/def2-TZVPD) results for C7H10BN3 in the gas phase.

Last column: Mulliken charge in e.
Cartesian coordinates (Å):
B  2.133  -1.098  0.037  -0.154
C  -2.748  -1.119  -0.058  -0.597
C  -2.826  0.273  0.056  -0.699
C  -1.560  -1.823  -0.016  -0.671
C  -1.646  0.920  0.010  -0.415
C  -0.355  -1.115  -0.012  0.135
C  -0.378  0.288  0.097  1.348
C  0.920  2.389  -0.010  -1.115
N  0.939  -1.680  -0.048  0.161
N  0.722  0.897  0.062  -0.499
N  3.470  -0.775  0.145  -0.388
H  -3.584  -1.716  0.050  0.401
H  -3.712  0.891  -0.050  0.361
H  -1.629  -2.972  -0.201  0.179
H  -1.459  2.035  0.134  0.154
H  1.891  2.514  -0.389  0.291
H  0.192  2.825  -0.757  0.331
H  0.613  2.898  0.843  0.401
H  1.021  -2.635  -0.260  0.243
H  3.952  -0.245  -0.675  0.269
H  4.044  -0.752  1.043  0.265

Its spin multiplicity is 1. The value obtained for the gap between HOMO and LUMO is 6.04 eV. The largest force on an atom comes out at 5.9 eV/Å. The calculation puts the highest occupied orbital energy at -0.2230 Ha. The calculation puts the total energy at -461.80533 Ha.